No. 1
{
  "formula": "C29H40CoGeN3O4",
  "method": "ωB97M-V with the def2-TZVPD basis set",
  "symbols": ["Co", "O", "C", "O", "C", "C", "C", "C", "C", "N", "C", "O", "O", "H", "H", "H", "H", "H", "C", "C", "C", "C", "C", "C", "C", "N", "C", "C", "C", "C", "C", "C", "C", "N", "C", "C", "C", "C", "H", "H", "H", "H", "H", "H", "H", "H", "H", "H", "H", "H", "H", "H", "H", "H", "H", "H", "H", "H", "H", "H", "H", "H", "C", "Ge", "C", "C", "C", "H", "H", "H", "H", "H", "H", "H", "H", "H", "H", "H"],
  "coordinates": [[0.0031, 0.5497, -1.4642], [1.7362, -1.8817, -4.3203], [1.0265, -1.0693, -3.5274], [1.4547, -0.7684, -2.3809], [-0.2137, -0.5715, -4.0106], [-0.7924, -0.8708, -5.2552], [-2.0420, -0.3885, -5.5542], [-2.7267, 0.3916, -4.5970], [-2.1101, 0.6856, -3.3949], [-0.8683, 0.2417, -3.1009], [-2.7435, 1.4210, -2.2700], [-3.8999, 2.0434, -2.4590], [-2.2181, 1.4318, -1.1689], [2.5427, -2.1558, -3.8605], [-0.2420, -1.4986, -5.9388], [-2.5193, -0.6108, -6.4939], [-3.7328, 0.7188, -4.8140], [-4.2163, 2.0011, -3.3714], [3.7483, 0.5758, 4.2987], [2.2432, 0.8750, 4.3325], [1.5637, -0.1282, 5.2667], [1.9707, 2.2913, 4.8597], [1.7289, 0.7923, 2.9154], [2.2563, 1.6117, 1.9153], [1.7789, 1.5254, 0.6265], [0.7955, 0.7085, 0.2580], [0.2859, -0.1120, 1.1985], [0.7377, -0.0905, 2.5153], [-0.7390, -1.0428, 0.7405], [-1.4074, -1.9182, 1.5854], [-2.3420, -2.8223, 1.0954], [-2.5501, -2.8042, -0.2838], [-1.8615, -1.8939, -1.0648], [-0.9803, -1.0259, -0.5832], [-3.0351, -3.7676, 2.0508], [-1.9652, -4.6921, 2.6499], [-4.0952, -4.6216, 1.3562], [-3.7086, -2.9532, 3.1649], [4.1491, 0.5741, 5.3083], [4.2921, 1.3138, 3.7157], [3.9192, -0.4061, 3.8598], [1.9808, -0.0270, 6.2645], [1.7353, -1.1518, 4.9423], [0.4957, 0.0632, 5.3371], [2.3027, 2.3722, 5.8916], [0.9017, 2.4966, 4.8282], [2.4872, 3.0472, 4.2739], [3.0344, 2.3240, 2.1271], [2.2073, 2.1488, -0.1408], [0.3059, -0.7719, 3.2259], [-1.1993, -1.8945, 2.6405], [-3.2382, -3.4831, -0.7604], [-2.0222, -1.8774, -2.1347], [-1.4698, -5.2589, 1.8644], [-2.4309, -5.3934, 3.3357], [-1.2126, -4.1328, 3.1996], [-3.6543, -5.2535, 0.5880], [-4.8685, -3.9967, 0.9135], [-4.5638, -5.2702, 2.0917], [-2.9858, -2.4056, 3.7633], [-4.2503, -3.6194, 3.8300], [-4.4148, -2.2434, 2.7397], [2.9239, 4.3027, -1.1797], [2.1279, 3.0935, -2.5752], [1.7501, 4.2049, -4.1855], [3.4400, 1.6900, -3.0731], [0.3141, 2.4302, -1.9675], [3.3534, 5.1604, -1.6890], [3.7235, 3.8207, -0.6215], [2.1836, 4.6734, -0.4757], [2.6488, 4.7509, -4.4626], [0.9648, 4.9294, -3.9888], [1.4532, 3.5857, -5.0272], [4.3768, 2.1584, -3.3642], [3.0678, 1.1190, -3.9189], [3.6340, 1.0056, -2.2522], [-0.3715, 2.7391, -2.7603], [0.0460, 3.0051, -1.0790]],
  "forces_ev_per_angstrom": [[0.069, 0.286, -0.682], [-0.181, 0.041, -0.205], [0.384, -0.039, 0.545], [-0.466, 0.139, -0.218], [0.086, 0.093, 0.042], [-0.261, 0.145, 0.019], [0.345, -0.191, -0.063], [0.235, 0.333, 0.751], [-0.163, -0.159, -0.822], [-0.461, -0.261, -0.948], [0.153, -0.097, 0.498], [-0.125, 0.111, 0.127], [-0.290, 0.042, -0.500], [-0.080, 0.132, 0.099], [0.011, -0.017, -0.095], [0.018, -0.065, -0.118], [-0.079, 0.018, 0.042], [0.186, -0.053, 0.041], [-0.148, 0.000, 0.020], [0.090, -0.003, 0.219], [0.103, 0.161, -0.188], [0.004, -0.152, -0.066], [-0.068, 0.047, -0.311], [-0.174, -0.174, -0.017], [0.301, 0.324, 0.131], [0.181, -0.240, 1.258], [0.518, 0.395, 0.494], [-0.109, 0.050, -0.331], [-0.722, -0.788, -0.157], [0.224, 0.328, -0.140], [0.042, 0.113, -0.401], [0.068, 0.062, 0.306], [-0.033, -0.063, -0.256], [0.144, -0.354, 0.729], [-0.046, -0.151, 0.137], [-0.116, 0.044, -0.073], [0.170, 0.163, 0.065], [0.042, -0.058, -0.172], [0.066, 0.028, 0.122], [0.095, 0.063, -0.042], [0.100, -0.070, -0.013], [0.051, 0.021, 0.102], [-0.041, -0.161, -0.022], [-0.169, -0.058, 0.020], [0.063, 0.020, 0.097], [-0.064, 0.098, 0.025], [0.040, 0.098, -0.041], [0.150, 0.091, 0.014], [-0.066, 0.044, -0.031], [-0.024, -0.043, 0.067], [0.003, -0.005, 0.118], [-0.059, -0.024, -0.030], [0.025, 0.092, -0.063], [0.083, -0.078, -0.044], [-0.059, -0.112, 0.113], [0.100, 0.048, 0.063], [-0.017, -0.068, -0.100], [-0.105, -0.007, -0.086], [-0.068, -0.068, 0.036], [0.065, 0.083, 0.076], [-0.067, -0.093, 0.087], [-0.096, 0.090, 0.018], [-0.243, -0.442, -0.429], [-0.010, 0.235, -0.272], [0.189, -0.328, 0.531], [-0.407, 0.369, 0.213], [0.761, 0.443, -0.442], [0.063, 0.099, -0.089], [0.071, -0.102, 0.031], [-0.150, -0.003, 0.040], [0.099, 0.025, -0.031], [-0.105, 0.047, 0.071], [-0.054, -0.111, -0.066], [0.065, 0.111, -0.014], [-0.063, -0.078, -0.084], [-0.009, -0.088, 0.089], [0.022, -0.179, 0.043], [-0.085, -0.151, 0.165]],
  "spin_multiplicity": 4,
  "orbital_gap_ha": [0.2009, 0.3196],
  "e_lumo_ev": [-3.212, -3.156],
  "homo_ev": [-8.68, -11.85],
  "energy_ha": -5053.82502,
  "charge": 1,
  "max_force_ev_per_a": 1.29
}

No. 2
{
  "formula": "C29H40EuN5SSi2",
  "method": "ωB97M-V with the def2-TZVPD basis set",
  "symbols": ["Eu", "C", "C", "C", "C", "C", "C", "C", "C", "C", "S", "C", "N", "H", "H", "H", "H", "H", "H", "H", "H", "C", "Si", "C", "C", "C", "C", "C", "C", "C", "H", "H", "H", "H", "H", "H", "H", "H", "H", "H", "H", "C", "Si", "C", "C", "C", "C", "H", "H", "H", "H", "H", "H", "H", "H", "H", "C", "N", "C", "N", "C", "N", "C", "N", "C", "C", "H", "H", "H", "H", "H", "H", "H", "H", "H", "H", "H", "H"],
  "coordinates": [[0.3546, 0.3297, -0.8564], [-1.5816, 0.1791, 1.9505], [-0.1745, 0.0992, 2.4750], [0.0626, 0.1458, 3.8615], [1.3444, 0.1596, 4.3228], [2.4211, 0.1034, 3.4163], [3.7549, 0.1639, 3.8595], [4.7705, 0.0961, 2.9444], [4.4873, -0.0726, 1.5867], [3.1915, -0.1602, 1.0927], [2.9869, -0.4698, -0.6090], [2.1094, -0.0206, 2.0294], [0.8110, 0.0017, 1.5976], [-2.2897, 0.2421, 2.7763], [-1.8367, -0.6896, 1.3438], [-1.7112, 1.0648, 1.3246], [-0.7778, 0.1827, 4.5423], [1.5545, 0.2206, 5.3849], [3.9518, 0.2681, 4.9201], [5.8015, 0.1632, 3.2711], [5.2966, -0.1522, 0.8737], [-0.2172, 4.0161, 0.5986], [0.5605, 3.2452, -1.0053], [-0.4299, 4.2188, -2.3526], [2.3009, 4.0964, -1.0456], [2.4582, 5.4811, -0.9336], [3.7110, 6.0789, -0.9385], [4.8529, 5.2971, -1.0535], [4.7257, 3.9201, -1.1695], [3.4648, 3.3346, -1.1665], [-0.1205, 5.1086, 0.6232], [0.2528, 3.6220, 1.5053], [-1.2859, 3.7815, 0.6491], [-0.4179, 5.3016, -2.1756], [-1.4741, 3.8929, -2.3537], [-0.0298, 4.0396, -3.3541], [1.5765, 6.1097, -0.8422], [3.8020, 7.1568, -0.8503], [5.8345, 5.7580, -1.0494], [5.6092, 3.2972, -1.2579], [3.3895, 2.2565, -1.2505], [-5.6746, 1.4706, -2.0452], [-4.9767, -0.0167, -1.1158], [-5.7934, -1.6172, -1.6998], [-5.3931, 0.2295, 0.7150], [-3.1626, -0.1472, -1.3120], [-1.9403, -0.2621, -1.4018], [-6.7660, 1.4984, -1.9820], [-5.3963, 1.4580, -3.1005], [-5.2895, 2.3958, -1.6120], [-6.8834, -1.5672, -1.6277], [-5.4537, -2.4557, -1.0882], [-5.5331, -1.8369, -2.7370], [-6.4750, 0.2821, 0.8683], [-4.9564, 1.1590, 1.0869], [-5.0066, -0.5905, 1.3242], [0.5505, -3.1000, -2.0279], [0.4631, -4.5513, -2.1938], [-0.8564, -4.9860, -1.7322], [-1.0905, -4.6349, -0.3314], [-0.9702, -3.1817, -0.2005], [0.3494, -2.6782, -0.6312], [1.3693, -3.3643, 0.1890], [1.2914, -4.8226, 0.0696], [1.4764, -5.1722, -1.3385], [-0.0431, -5.2582, 0.4765], [-0.2145, -2.6263, -2.6488], [1.5406, -2.7661, -2.3482], [-0.9352, -6.0703, -1.8457], [-1.6209, -4.5080, -2.3483], [-1.1110, -2.9135, 0.8502], [-1.7421, -2.6960, -0.7982], [1.2235, -3.0813, 1.2346], [2.3553, -3.0317, -0.1274], [1.4201, -6.2585, -1.4481], [2.4641, -4.8352, -1.6596], [-0.1963, -4.9865, 1.5236], [-0.1130, -6.3451, 0.3786]],
  "forces_ev_per_angstrom": [[0.374, -0.587, -0.213], [0.093, -0.034, 0.159], [0.177, -0.054, -0.323], [0.037, 0.002, 0.242], [-0.123, 0.021, -0.047], [-0.174, -0.030, -0.292], [0.206, -0.024, 0.050], [-0.064, 0.029, 0.212], [-0.225, -0.004, -0.030], [0.162, -0.037, -0.108], [0.683, -0.161, -0.194], [0.315, 0.034, 0.387], [0.021, -0.038, 0.705], [-0.029, 0.029, -0.034], [0.005, 0.044, -0.082], [-0.032, -0.004, -0.038], [-0.002, 0.039, -0.017], [-0.006, 0.004, -0.001], [0.002, 0.011, -0.012], [0.000, -0.014, -0.014], [0.002, -0.001, -0.010], [0.111, 0.061, -0.112], [-0.089, 1.026, -0.044], [0.148, 0.076, 0.146], [-0.226, 0.003, 0.036], [0.008, 0.011, -0.024], [-0.023, 0.075, 0.008], [0.059, -0.054, -0.006], [0.037, 0.070, 0.006], [0.033, 0.029, 0.000], [-0.014, -0.013, 0.011], [0.007, -0.007, -0.002], [-0.007, -0.022, -0.009], [-0.004, -0.010, -0.018], [0.000, -0.018, 0.011], [0.011, -0.015, 0.004], [0.018, 0.003, 0.009], [-0.012, -0.011, 0.003], [-0.012, 0.003, -0.009], [-0.005, 0.004, 0.000], [-0.012, -0.049, 0.018], [0.029, -0.186, 0.024], [0.241, 0.018, 0.158], [-0.002, 0.177, 0.013], [-0.026, -0.049, -0.184], [-0.500, 0.014, -0.001], [-1.183, -0.340, -0.494], [0.004, -0.017, 0.018], [0.021, -0.030, 0.012], [0.037, -0.013, 0.000], [0.008, 0.024, 0.014], [0.032, 0.011, 0.004], [0.023, 0.027, 0.003], [0.007, 0.000, -0.007], [0.026, -0.003, -0.023], [0.020, -0.009, -0.029], [-0.002, 0.144, 0.053], [0.031, -0.122, -0.171], [0.011, 0.063, 0.025], [-0.103, -0.127, 0.083], [0.009, 0.124, -0.072], [-0.146, -0.390, 0.105], [-0.061, 0.095, -0.015], [0.084, -0.140, 0.093], [-0.033, 0.070, 0.025], [0.019, 0.086, -0.047], [-0.002, 0.026, 0.020], [0.000, 0.027, 0.004], [0.010, 0.001, -0.004], [-0.003, -0.007, 0.003], [-0.025, 0.017, -0.009], [0.018, 0.028, 0.038], [-0.001, 0.016, -0.010], [0.025, 0.085, -0.003], [-0.015, 0.006, -0.004], [0.001, -0.003, 0.003], [-0.012, -0.017, 0.005], [0.006, 0.008, -0.003]],
  "spin_multiplicity": 8,
  "orbital_gap_ha": [0.2142, 0.2215],
  "e_lumo_ev": [2.357, 2.363],
  "homo_ev": [-3.47, -3.66],
  "energy_ha": -3090.39992,
  "charge": -1,
  "max_force_ev_per_a": 1.33
}

No. 3
{
  "formula": "C29H40F8O13",
  "method": "ωB97M-V with the def2-TZVPD basis set",
  "symbols": ["F", "C", "F", "C", "F", "F", "C", "O", "C", "F", "F", "C", "F", "F", "H", "H", "H", "H", "O", "C", "C", "C", "C", "O", "H", "H", "H", "H", "H", "H", "O", "C", "C", "C", "C", "O", "H", "H", "H", "H", "H", "H", "O", "C", "C", "C", "C", "O", "H", "H", "H", "H", "H", "H", "O", "C", "C", "C", "C", "O", "H", "H", "H", "H", "H", "H", "O", "C", "C", "C", "C", "O", "H", "H", "H", "H", "H", "H", "O", "C", "C", "C", "C", "O", "H", "H", "H", "H", "H", "H"],
  "coordinates": [[9.8458, -17.4121, -23.3952], [9.3532, -18.2326, -22.5252], [8.2587, -18.7151, -23.0740], [10.3877, -19.2688, -21.9808], [10.4843, -20.2947, -22.8447], [9.9046, -19.7604, -20.8411], [11.6960, -18.5691, -21.6371], [11.4560, -17.3690, -20.8271], [12.6275, -16.7089, -20.3397], [13.2298, -16.2249, -21.4445], [12.1422, -15.7367, -19.6045], [13.6534, -17.5050, -19.4744], [14.5862, -16.7001, -18.9723], [13.0512, -18.1291, -18.4957], [8.8617, -17.6374, -21.7556], [12.1142, -18.2042, -22.5752], [12.4153, -19.1915, -21.1048], [14.1883, -18.2543, -20.0580], [7.3485, -28.4715, -15.4725], [8.1349, -27.5279, -15.5392], [8.4303, -26.5030, -14.4448], [9.3395, -25.5571, -15.2501], [9.9216, -26.3303, -16.4530], [9.0072, -27.4151, -16.5762], [7.5217, -26.0124, -14.0956], [8.9528, -26.9782, -13.6145], [8.8301, -24.6613, -15.6053], [10.1210, -25.2238, -14.5673], [9.7994, -25.7418, -17.3624], [10.9508, -26.6670, -16.3285], [2.8749, -22.5513, -13.4514], [3.0131, -21.3997, -13.1264], [2.2435, -20.5851, -12.1346], [3.0351, -19.3433, -12.0927], [3.7306, -19.2890, -13.4001], [3.8660, -20.5991, -13.8007], [1.3284, -20.4349, -12.7074], [2.0155, -20.9611, -11.1372], [2.4012, -18.4738, -11.9189], [3.7099, -19.2946, -11.2380], [3.0723, -18.8172, -14.1295], [4.6891, -18.7802, -13.5022], [3.9903, -9.5316, -13.9977], [4.0566, -10.6484, -13.5806], [4.8562, -11.0414, -12.2882], [4.2741, -12.4707, -12.0311], [3.5937, -12.8468, -13.3463], [3.4829, -11.7089, -14.1364], [5.8918, -10.9255, -12.6079], [4.5146, -10.2768, -11.5905], [5.0314, -13.1913, -11.7221], [3.4629, -12.4451, -11.3035], [4.2528, -13.5180, -13.8969], [2.6115, -13.2935, -13.1921], [9.7647, -19.8227, -10.1442], [10.7422, -20.1925, -9.5027], [10.7253, -21.0242, -8.2533], [12.2457, -20.8956, -7.8518], [12.9719, -20.5705, -9.1020], [12.0241, -19.9045, -9.8804], [10.0169, -20.6039, -7.5395], [10.4989, -22.0717, -8.4524], [12.2631, -20.1736, -7.0353], [12.7078, -21.8346, -7.5473], [13.9126, -20.0287, -9.0043], [13.1269, -21.4777, -9.6860], [7.5233, -15.0051, -17.6531], [8.1360, -15.4642, -16.6764], [8.8343, -14.7842, -15.5696], [8.9211, -15.9578, -14.6270], [8.9717, -17.2440, -15.5274], [8.2065, -16.8294, -16.6050], [9.7898, -14.3994, -15.9260], [8.2406, -13.9183, -15.2765], [9.7461, -15.7784, -13.9376], [8.1177, -15.8715, -13.8954], [10.0174, -17.4342, -15.7692], [8.5827, -18.1219, -15.0117], [15.3073, -10.9672, -13.7914], [15.9372, -11.9401, -13.3154], [15.7571, -12.7824, -12.0733], [17.1561, -13.3545, -11.8349], [17.8837, -13.1900, -13.1502], [17.0920, -12.2288, -13.8656], [15.3491, -12.1272, -11.3037], [15.0060, -13.5714, -12.1127], [17.6452, -12.7326, -11.0851], [17.2233, -14.3629, -11.4266], [18.9170, -12.9072, -12.9491], [17.7333, -14.1175, -13.7027]],
  "forces_ev_per_angstrom": [[2.196, 1.532, -2.059], [-1.475, 0.672, 2.798], [-1.386, -2.564, -1.382], [-0.792, 1.391, 0.150], [0.770, 0.075, -0.222], [-0.758, -0.607, 0.949], [1.002, 1.429, -0.449], [0.856, -1.111, 0.754], [-1.818, -1.179, -1.211], [0.780, 0.323, 0.315], [-0.015, 0.912, 0.395], [0.523, -0.604, -2.149], [0.277, 1.019, 0.285], [-1.227, -0.603, 1.486], [1.198, 0.109, 1.121], [0.281, -0.277, -0.100], [-0.352, -0.488, -0.234], [-0.071, -0.023, -0.419], [1.487, 2.288, -0.406], [-1.072, -2.919, 0.884], [0.127, 0.367, -1.896], [1.020, 0.868, 1.075], [-1.376, 0.579, 0.657], [-0.401, -0.724, -0.056], [0.066, -0.240, 0.008], [-0.121, -0.108, -0.111], [-0.204, -0.154, 0.100], [0.202, 0.285, -0.270], [0.418, -0.031, 0.005], [-0.157, -0.212, 0.007], [0.065, 0.603, 0.533], [0.122, -2.090, -0.617], [-0.437, -0.325, -0.211], [0.093, 2.393, 1.921], [-0.191, 1.713, -1.128], [0.585, -1.822, -0.391], [-0.475, 0.157, 0.317], [0.079, -0.584, -0.466], [-0.043, 0.160, -0.257], [0.307, -0.456, -0.049], [-0.122, 0.323, -0.177], [0.033, -0.072, 0.521], [-0.221, -0.092, -0.482], [1.122, 0.838, 1.322], [-2.147, -0.434, -1.483], [0.265, 0.938, 0.332], [1.130, -1.398, 0.058], [-0.860, 0.876, -0.825], [0.093, -0.283, 0.587], [0.609, -0.228, 0.297], [-0.193, -0.018, -0.015], [0.428, 0.220, 0.445], [-0.303, -0.426, -0.087], [0.077, 0.010, -0.151], [2.123, -0.489, 1.132], [-1.805, 0.566, -1.745], [1.991, -0.036, 0.082], [-0.972, -1.148, 1.699], [-0.230, -0.563, -0.617], [-1.586, 1.705, -1.141], [0.170, -0.168, -0.029], [-0.342, 0.159, -0.242], [0.671, 0.146, -0.207], [-0.448, -0.035, 0.771], [-0.276, 0.230, -0.046], [0.700, -0.358, 0.333], [1.635, -0.594, 2.837], [-2.456, 0.324, -4.972], [-0.309, -0.228, -0.421], [1.031, 0.408, 2.113], [0.681, 1.592, 2.496], [-0.337, 0.191, -0.809], [0.130, -0.184, -0.032], [0.035, -0.193, 0.259], [0.577, -0.645, -0.252], [-0.677, -0.672, -0.455], [0.006, -0.098, -0.468], [-0.303, 0.084, -0.306], [0.972, -3.320, 1.879], [-1.867, 3.474, -1.224], [-0.651, -0.221, 0.409], [0.094, 0.691, 1.457], [-1.560, -0.962, 0.163], [2.209, 0.037, -0.888], [0.417, 0.051, 0.186], [-0.074, 0.028, -0.730], [0.078, 0.097, 0.064], [-0.343, -0.053, -0.259], [-0.140, 0.217, -0.836], [0.865, -0.042, -0.221]],
  "orbital_gap_ha": 0.3687,
  "e_lumo_ev": 0.002,
  "homo_ev": -10.03,
  "energy_ha": -2906.01814,
  "charge": 0,
  "max_force_ev_per_a": 5.55,
  "smiles": "FC(F)C(F)(F)COC(F)(F)C(F)F.O=C1CCCO1.O=C1CCCO1.O=C1CCCO1.O=C1CCCO1.O=C1CCCO1.O=C1CCCO1"
}

> Among the records above, which one has the highest charge?

C29H40CoGeN3O4